Record 1
Formula: C48H55O4P2PtS2Si
Source: the OMol25 dataset
Level of theory: ωB97M-V with the def2-TZVPD basis set

Geometry as ORCA input:
```
! RIJCOSX wB97M-V def2-TZVPD def2/J DEFGRID3
* xyz 1 1
Pt -0.42 -0.24 0.34
O 3.18 0.19 -0.90
S 1.77 -0.05 -1.14
C 1.68 -1.59 -2.09
C 2.82 -2.02 -2.76
C 2.78 -3.17 -3.53
C 1.61 -3.90 -3.60
C 0.49 -3.50 -2.90
C 0.51 -2.33 -2.14
P -0.97 -1.94 -1.13
C -2.29 -1.62 -2.32
C -3.60 -1.58 -1.83
C -4.65 -1.34 -2.69
C -4.41 -1.08 -4.04
C -3.10 -1.05 -4.51
C -2.05 -1.32 -3.65
C -1.28 -3.59 -0.43
C -0.33 -4.04 0.48
C -0.43 -5.31 1.03
C -1.50 -6.12 0.68
C -2.45 -5.67 -0.22
C -2.35 -4.41 -0.78
C 1.32 0.97 -2.57
C 2.14 0.99 -3.68
C 1.80 1.76 -4.78
C 0.62 2.49 -4.76
C -0.19 2.48 -3.65
C 0.17 1.75 -2.51
P -0.83 1.79 -0.99
C -2.07 3.05 -1.42
C -3.36 2.71 -1.84
C -4.22 3.72 -2.26
C -3.81 5.04 -2.26
C -2.53 5.37 -1.83
C -1.67 4.38 -1.41
C 0.16 2.73 0.22
C 1.42 3.26 0.02
C 2.06 3.90 1.07
C 1.47 3.99 2.31
C 0.20 3.47 2.51
C -0.46 2.85 1.47
H 3.74 -1.46 -2.64
H 3.66 -3.49 -4.06
H 1.57 -4.81 -4.19
H -0.41 -4.09 -2.93
H -3.78 -1.76 -0.78
H -5.67 -1.34 -2.32
H -5.23 -0.90 -4.71
H -2.91 -0.83 -5.54
H -1.03 -1.30 -4.03
H 0.49 -3.39 0.76
H 0.31 -5.66 1.72
H -1.59 -7.11 1.11
H -3.28 -6.31 -0.49
H -3.09 -4.07 -1.49
H 3.06 0.42 -3.67
H 2.45 1.78 -5.64
H 0.35 3.08 -5.62
H -1.10 3.06 -3.65
H -3.67 1.68 -1.84
H -5.21 3.47 -2.59
H -4.48 5.82 -2.59
H -2.20 6.40 -1.82
H -0.67 4.63 -1.08
H 1.90 3.19 -0.95
H 3.04 4.34 0.91
H 1.98 4.47 3.13
H -0.28 3.53 3.48
H -1.45 2.43 1.60
C 1.23 1.25 7.25
C 2.24 1.07 6.12
C 3.22 -0.06 6.44
C 2.98 2.39 5.86
O 1.57 0.73 4.90
Si 0.18 -0.02 4.65
S 0.25 -0.11 2.49
O -0.02 -1.51 5.23
C 0.35 -2.83 4.85
C 0.49 -3.62 6.16
C -0.79 -3.40 4.00
C 1.66 -2.84 4.08
O -1.03 0.94 5.06
C -2.42 0.76 5.36
C -3.11 0.05 4.19
C -2.98 2.17 5.56
C -2.52 -0.08 6.63
H 1.73 1.55 8.16
H 0.71 0.31 7.42
H 0.50 2.00 6.97
H 3.82 0.19 7.31
H 3.89 -0.22 5.59
H 2.67 -0.97 6.63
H 3.54 2.68 6.75
H 2.27 3.17 5.62
H 3.67 2.27 5.02
H -0.45 -3.62 6.70
H 1.26 -3.16 6.78
H 0.78 -4.65 5.95
H -1.72 -3.36 4.55
H -0.58 -4.43 3.74
H -0.90 -2.82 3.08
H 2.45 -2.37 4.67
H 1.56 -2.30 3.14
H 1.96 -3.86 3.86
H -2.97 0.62 3.27
H -4.17 -0.05 4.39
H -2.68 -0.94 4.05
H -2.88 2.74 4.65
H -2.42 2.67 6.35
H -4.02 2.12 5.85
H -2.05 -1.04 6.47
H -3.56 -0.23 6.91
H -2.00 0.43 7.44
*
```

Values from the calculation:
- Kohn-Sham gap (spin up / spin down) (eV) = 5.746 / 5.746
- electronic energy (eV) = -110231.086

=====

Record 2
Formula: H16O8Pb
Source: the OMol25 dataset
Level of theory: ωB97M-V with the def2-TZVPD basis set

Geometry as ORCA input:
```
! RIJCOSX wB97M-V def2-TZVPD def2/J DEFGRID3
* xyz 2 1
Pb 5.34 -4.96 -5.60
O 7.47 -4.11 -5.73
H 7.45 -3.17 -5.56
H 8.31 -4.40 -6.12
O 6.27 -7.26 -5.72
H 5.67 -7.69 -5.12
H 6.38 -7.84 -6.48
O 4.66 -3.14 -4.25
H 3.70 -2.96 -4.22
H 5.00 -2.86 -3.43
O 5.40 -2.74 -6.96
H 4.64 -2.11 -6.94
H 5.99 -2.34 -7.59
O 3.22 -4.53 -6.73
H 3.34 -4.37 -7.62
H 2.28 -4.46 -6.54
O 6.45 -5.36 -3.41
H 6.15 -5.34 -2.50
H 7.42 -5.30 -3.38
O 5.81 -5.44 -8.00
H 6.44 -5.11 -8.63
H 5.50 -6.27 -8.31
O 3.55 -6.18 -4.58
H 3.40 -6.72 -3.85
H 2.74 -6.26 -5.12
*
```

Values from the calculation:
- Kohn-Sham gap (eV) = 10.252
- relative energy (zero: lowest compared OMol25 entry of this formula, charge and spin) (eV) = 1.437
- electronic energy (eV) = -21873.030

=====

Record 3
Formula: C6H10NS2
Source: the OMol25 dataset
Level of theory: ωB97M-V with the def2-TZVPD basis set

Geometry as ORCA input:
```
! RIJCOSX wB97M-V def2-TZVPD def2/J DEFGRID3
* xyz 1 1
C -1.97 -1.21 0.33
C -2.53 -1.63 1.47
C -0.19 -1.64 1.64
C 1.96 1.62 -1.20
C 0.52 -0.47 -0.81
C 0.58 1.03 -0.78
N -0.61 -1.16 0.49
S -1.39 -2.19 2.69
S 0.21 1.91 0.89
H -2.33 -0.92 -0.66
H -3.64 -1.82 1.62
H 0.86 -1.56 1.80
H 2.62 1.77 -0.36
H 1.82 2.71 -1.47
H 2.30 1.12 -2.05
H 1.41 -1.10 -0.70
H -0.07 -0.90 -1.72
H -0.27 1.42 -1.42
H 0.71 3.03 0.26
*
```

Values from the calculation:
- Kohn-Sham gap (eV) = 8.948
- relative energy (zero: lowest compared OMol25 entry of this formula, charge and spin) (eV) = 0.837
- electronic energy (eV) = -29536.110

=====

Record 4
Formula: C50H45N8P2ReS
Source: the OMol25 dataset
Level of theory: ωB97M-V with the def2-TZVPD basis set

Geometry as ORCA input:
```
! RIJCOSX wB97M-V def2-TZVPD def2/J DEFGRID3
* xyz 3 2
Re 0.06 0.86 0.12
N 1.98 -2.28 -2.28
C 1.65 -1.20 -1.57
S -0.06 -0.67 -1.62
N 2.58 -0.54 -0.94
N 2.08 0.51 -0.20
C 2.93 1.29 0.38
C 2.38 2.38 1.17
C 3.17 3.32 1.80
C 2.56 4.36 2.49
C 1.18 4.42 2.52
C 0.45 3.44 1.87
N 1.02 2.42 1.22
H 1.31 -2.75 -2.88
H 2.96 -2.53 -2.38
H 4.00 1.13 0.26
H 4.25 3.25 1.73
H 3.16 5.11 2.99
H 0.66 5.22 3.03
H -0.64 3.46 1.87
C 2.07 4.30 -4.04
C 0.97 4.99 -3.55
C 0.13 4.41 -2.63
C 0.41 3.11 -2.18
C 1.52 2.42 -2.66
C 2.34 3.02 -3.60
N -0.45 2.47 -1.22
N -1.56 3.04 -1.07
C -2.43 2.40 -0.18
C -3.71 2.91 -0.06
C -4.62 2.23 0.72
C -4.21 1.06 1.35
C -2.91 0.63 1.20
N -2.00 1.29 0.46
H 2.72 4.77 -4.77
H 0.76 6.00 -3.90
H -0.73 4.94 -2.25
H 1.72 1.40 -2.35
H 3.19 2.47 -3.98
H -3.97 3.81 -0.60
H -5.63 2.60 0.84
H -4.89 0.48 1.96
H -2.57 -0.26 1.70
C -1.75 -2.88 0.56
N -0.74 -3.23 1.49
C 0.51 -2.54 1.51
P 0.50 -0.74 2.04
C -0.61 -0.54 3.45
C -1.01 -1.63 4.23
C -1.79 -1.41 5.37
C -2.14 -0.13 5.74
C -1.72 0.96 4.98
C -0.96 0.75 3.84
C 2.16 -0.53 2.76
C 3.26 -1.15 2.17
C 4.52 -1.01 2.73
C 4.70 -0.25 3.87
C 3.61 0.37 4.46
C 2.34 0.22 3.92
C -0.89 -4.44 2.25
C -2.13 -4.74 2.81
C -2.30 -5.90 3.56
C -1.22 -6.75 3.77
C 0.01 -6.44 3.23
C 0.18 -5.30 2.46
P -1.36 -2.79 -1.24
C -2.92 -2.34 -1.99
C -3.43 -1.05 -1.83
C -4.67 -0.72 -2.36
C -5.41 -1.68 -3.04
C -4.91 -2.97 -3.19
C -3.67 -3.30 -2.67
C -0.70 -4.28 -1.92
C -0.57 -4.36 -3.32
C -0.01 -5.49 -3.89
C 0.42 -6.53 -3.07
C 0.30 -6.45 -1.69
C -0.25 -5.32 -1.11
H -2.22 -1.91 0.76
H -2.55 -3.62 0.59
H 1.02 -2.55 0.53
H 1.19 -3.01 2.21
H -0.72 -2.64 3.99
H -2.09 -2.26 5.97
H -2.73 0.03 6.63
H -1.98 1.96 5.29
H -0.63 1.60 3.26
H 3.16 -1.75 1.27
H 5.37 -1.51 2.27
H 5.68 -0.14 4.31
H 3.73 0.95 5.36
H 1.50 0.69 4.41
H -2.97 -4.06 2.70
H -3.26 -6.12 3.98
H -1.35 -7.65 4.36
H 0.86 -7.10 3.38
H 1.15 -5.11 2.01
H -2.87 -0.29 -1.30
H -5.06 0.28 -2.25
H -6.37 -1.42 -3.46
H -5.49 -3.71 -3.72
H -3.30 -4.31 -2.79
H -0.93 -3.56 -3.95
H 0.08 -5.57 -4.96
H 0.86 -7.42 -3.52
H 0.63 -7.27 -1.07
H -0.34 -5.27 -0.03
*
```

Values from the calculation:
- Kohn-Sham gap (spin up / spin down) (eV) = 5.952 / 5.584
- <S²> = 0.83
- relative energy (zero: lowest compared OMol25 entry of this formula, charge and spin) (eV) = 0.000
- electronic energy (eV) = -96021.943

=====

Record 5
Formula: C5H8O2
Source: the OMol25 dataset
Level of theory: ωB97M-V with the def2-TZVPD basis set

Geometry as ORCA input:
```
! RIJCOSX wB97M-V def2-TZVPD def2/J DEFGRID3
* xyz 0 1
C -0.24 1.96 -0.40
C -0.70 -0.48 0.00
C -0.99 -1.60 0.85
C 0.63 -0.57 -0.70
C 1.44 0.23 0.31
O 2.42 -0.14 0.90
O 0.79 1.39 0.55
H 0.27 2.25 -1.31
H -1.13 1.38 -0.69
H -0.61 2.81 0.16
H -0.15 -2.22 1.19
H -1.69 -1.37 1.65
H -1.56 -2.16 0.07
H 1.03 -1.58 -0.81
H 0.62 -0.03 -1.65
*
```

Values from the calculation:
- Kohn-Sham gap (eV) = 8.279
- relative energy (zero: lowest compared OMol25 entry of this formula, charge and spin) (eV) = 4.797
- electronic energy (eV) = -9405.036

=====

| no. | molecular weight (g/mol) |
| --- | --- |
| 1 | 1045.21 |
| 2 | 351.32 |
| 3 | 160.29 |
| 4 | 1038.19 |
| 5 | 100.12 |